Entry 1:
{
  "formula": "C42H37Br6N7O10",
  "method": "the ωB97M-V functional and the def2-TZVPD basis",
  "elements": ["C", "Br", "Br", "Br", "H", "C", "Br", "Br", "Br", "H", "C", "C", "C", "C", "C", "C", "N", "O", "O", "H", "H", "H", "H", "H", "C", "C", "C", "C", "C", "C", "N", "O", "O", "H", "H", "H", "H", "H", "C", "C", "C", "C", "C", "C", "N", "O", "O", "H", "H", "H", "H", "H", "C", "C", "C", "C", "C", "C", "N", "O", "O", "H", "H", "H", "H", "H", "C", "C", "C", "C", "C", "C", "N", "O", "O", "H", "H", "H", "H", "H", "N", "C", "C", "C", "C", "C", "H", "H", "H", "H", "H", "N", "C", "C", "C", "C", "C", "H", "H", "H", "H", "H"],
  "coordinates": [[-15.68315, -26.60547, 18.49675], [-15.69224, -28.54401, 18.43433], [-16.17092, -25.97133, 20.23998], [-16.76520, -25.89165, 17.10761], [-14.66414, -26.31447, 18.32757], [-13.40908, -20.27047, 18.15317], [-14.11502, -21.34683, 16.73656], [-14.07219, -18.47132, 18.01231], [-11.50963, -20.26250, 18.14135], [-13.80102, -20.66288, 19.07186], [-12.28559, -16.69800, 26.02209], [-12.56327, -17.68971, 25.10648], [-12.77470, -18.97193, 25.55158], [-12.67479, -19.23404, 26.86267], [-12.31192, -18.27792, 27.76606], [-12.02738, -17.00528, 27.33171], [-12.87174, -20.59136, 27.32843], [-12.88552, -21.48654, 26.49730], [-12.99433, -20.75962, 28.47805], [-12.14646, -15.66452, 25.70097], [-12.82959, -17.44530, 24.08946], [-13.16101, -19.69366, 24.84325], [-12.10567, -18.56297, 28.79294], [-11.66056, -16.27728, 28.03650], [-12.08662, -30.24516, 22.12887], [-11.44022, -30.20555, 23.35232], [-11.20001, -31.35112, 24.08053], [-11.71753, -32.49897, 23.64882], [-12.40659, -32.59373, 22.50532], [-12.57217, -31.47460, 21.70548], [-11.57791, -33.66556, 24.48002], [-10.71795, -33.63888, 25.32101], [-12.34086, -34.61030, 24.27288], [-12.10522, -29.36566, 21.50718], [-11.13361, -29.24485, 23.74802], [-10.72966, -31.25903, 25.04830], [-12.84699, -33.55508, 22.26385], [-13.02546, -31.53776, 20.72534], [-9.21315, -20.30985, 27.14454], [-8.52229, -20.69380, 25.98065], [-8.40646, -22.03042, 25.65032], [-8.93472, -22.96929, 26.49951], [-9.62062, -22.65210, 27.63871], [-9.81036, -21.31130, 27.94065], [-8.69072, -24.34600, 26.19581], [-8.04626, -24.55234, 25.24910], [-9.16338, -25.19305, 26.92594], [-9.39792, -19.26101, 27.35987], [-7.97891, -19.93119, 25.43138], [-7.78899, -22.25185, 24.79275], [-10.07996, -23.43879, 28.22191], [-10.38049, -21.08665, 28.83750], [-20.27412, -20.44096, 21.23339], [-19.99496, -20.35208, 19.87171], [-18.82054, -20.84154, 19.41210], [-18.01458, -21.54870, 20.23497], [-18.35444, -21.82398, 21.54404], [-19.47146, -21.21711, 22.06361], [-16.78839, -22.01047, 19.74708], [-16.46537, -21.74219, 18.65041], [-16.15264, -22.65037, 20.48387], [-21.15626, -20.00811, 21.69387], [-20.57401, -19.72002, 19.21378], [-18.42542, -20.71079, 18.40342], [-17.61206, -22.35932, 22.12499], [-19.68854, -21.28378, 23.12015], [-11.91946, -25.46161, 21.84894], [-12.76020, -24.93274, 20.85832], [-13.32549, -23.70879, 20.97846], [-13.05740, -22.94584, 22.07448], [-12.26576, -23.39569, 23.11158], [-11.61662, -24.63853, 22.96200], [-13.59070, -21.60625, 22.08962], [-13.88002, -21.09885, 21.00560], [-13.71773, -21.06306, 23.14588], [-11.35452, -26.35498, 21.62087], [-12.94151, -25.57387, 19.99655], [-13.90820, -23.28557, 20.16885], [-12.20266, -22.89274, 24.07449], [-10.79222, -24.90082, 23.62436], [-17.93238, -24.22899, 25.31003], [-18.21682, -22.93627, 25.25979], [-17.35866, -21.98130, 24.73450], [-16.14932, -22.35557, 24.26236], [-15.81408, -23.69963, 24.33329], [-16.74768, -24.60250, 24.86011], [-19.18852, -22.62403, 25.63324], [-17.68340, -20.94461, 24.73573], [-15.40033, -21.66589, 23.88624], [-14.87014, -24.14342, 24.01960], [-16.54328, -25.65278, 25.04780], [-12.21673, -28.16450, 18.90451], [-11.26182, -27.70058, 18.15772], [-10.41138, -28.48810, 17.40130], [-10.53748, -29.81563, 17.51659], [-11.61064, -30.29532, 18.17021], [-12.34898, -29.43260, 18.93624], [-11.23554, -26.61576, 18.04504], [-9.57083, -28.03262, 16.89795], [-9.80220, -30.46748, 17.05592], [-11.83165, -31.35233, 18.23886], [-13.14867, -29.84746, 19.52686]],
  "atomic_forces_ev_per_a": [[0.026, -0.558, 0.277], [-0.130, 0.100, 0.009], [-0.131, 0.018, -0.010], [-0.176, 0.256, -0.177], [0.275, 0.113, -0.090], [-0.464, 0.253, -0.458], [0.169, -0.186, -0.358], [-0.153, 0.244, 0.054], [0.399, -0.172, 0.219], [0.216, -0.134, 0.149], [1.024, 1.206, -0.865], [-0.998, 0.564, -0.088], [-0.820, -0.161, -2.245], [0.254, -0.407, 0.778], [1.060, -0.037, 1.340], [-0.439, -0.126, 0.662], [0.090, -0.344, -3.056], [0.015, 0.043, -0.277], [-0.387, -0.565, 3.838], [-0.104, -0.275, -0.079], [0.322, 0.041, -0.165], [0.365, -0.237, 0.200], [-0.270, 0.035, -0.086], [-0.091, 0.207, 0.020], [0.444, -0.637, 0.225], [0.205, 0.865, -0.034], [0.619, 2.647, 1.414], [-0.040, -1.189, 0.503], [-1.540, -0.611, -2.053], [0.154, 0.254, -0.422], [-0.752, -1.509, -0.135], [0.403, -0.223, 0.603], [0.623, 0.635, 0.247], [-0.372, 0.135, -0.009], [0.212, -0.079, -0.010], [0.169, -0.229, -0.067], [0.103, 0.157, -0.220], [-0.204, -0.268, 0.143], [-0.760, -0.982, -0.253], [-0.172, 0.644, 1.142], [0.818, 1.151, -0.271], [-0.051, 0.548, 0.163], [-0.751, 0.421, 0.223], [0.529, 0.496, -0.035], [-1.882, 0.056, 2.482], [2.453, -1.392, -3.640], [-0.242, -0.446, 0.388], [0.276, -0.135, 0.106], [-0.290, -0.162, -0.241], [-0.227, -0.498, 0.019], [0.173, 0.071, 0.077], [0.071, 0.251, -0.193], [-0.507, -0.687, 0.194], [-0.890, 1.486, 0.699], [0.837, -0.068, -1.916], [-1.752, 0.082, 1.443], [0.990, 0.207, 0.243], [-0.186, 0.269, 0.019], [-1.428, 0.560, 0.068], [0.976, 0.985, -3.666], [3.041, -2.891, 3.012], [0.032, 0.214, -0.364], [-0.328, -0.142, 0.061], [-0.561, 0.192, 0.153], [-0.500, -0.092, 0.150], [-0.086, -0.152, -0.008], [0.552, 1.944, 0.126], [0.569, -2.315, 0.210], [-0.342, 0.767, -1.436], [0.263, -0.231, 0.563], [0.381, -1.027, 0.661], [-0.290, -0.148, -0.875], [-0.201, 0.070, -1.804], [0.168, -0.147, 1.030], [0.155, 0.991, 1.151], [-0.169, -0.201, 0.313], [-0.086, 0.286, 0.048], [-0.064, -0.124, 0.183], [0.272, 0.413, -0.436], [-0.540, -0.144, 0.204], [-0.610, 0.159, 0.321], [-0.258, 0.203, -0.247], [-1.488, 0.823, 0.702], [1.863, -0.700, -0.431], [-0.239, -1.365, 0.167], [0.471, 0.328, 0.214], [0.026, -0.128, 0.052], [0.139, -0.061, -0.039], [-0.563, 0.017, 0.158], [-0.036, 0.536, -0.053], [0.330, 0.038, -0.467], [-0.617, 2.451, 1.240], [0.647, 1.785, -1.690], [0.986, 2.307, 0.634], [1.297, -1.704, -1.534], [-0.670, -1.744, 1.373], [-1.441, -2.778, -0.177], [0.290, -0.100, 0.199], [-0.098, 0.048, -0.214], [-0.225, -0.095, -0.124], [0.135, -0.058, -0.060], [-0.264, 0.090, 0.208]],
  "relative_energy_kj_mol": 37.6,
  "homo_lumo_gap_ha": 0.3240,
  "homo_energy_ha": -0.354
}

---

Entry 2:
{
  "formula": "H10NaO5",
  "method": "the ωB97M-V functional and the def2-TZVPD basis",
  "elements": ["Na", "O", "H", "H", "O", "H", "H", "O", "H", "H", "O", "H", "H", "O", "H", "H"],
  "coordinates": [[0.33172, -0.23054, -0.10550], [-1.73587, 1.78083, -0.12961], [-2.41677, 1.63937, 0.52810], [-2.19250, 1.70650, -0.96759], [-1.13719, -1.83381, -1.24879], [-2.04981, -2.07607, -1.40581], [-0.78807, -1.63733, -2.11813], [1.09414, 1.40578, 1.36721], [1.78790, 2.00515, 1.64232], [0.30787, 1.73156, 1.80524], [2.09551, 0.24273, -1.91752], [2.45152, -0.56440, -2.28904], [2.03233, 0.84185, -2.66136], [0.14764, -1.41131, 2.21765], [-0.61359, -1.44366, 2.79706], [0.68513, -2.15661, 2.48573]],
  "atomic_forces_ev_per_a": [[-0.006, 0.158, 0.287], [0.548, -0.365, 0.089], [-0.290, 0.045, 0.211], [-0.176, 0.116, -0.286], [0.464, 0.412, 0.252], [-0.310, -0.127, 0.095], [0.030, -0.143, -0.460], [-0.081, -0.195, -0.217], [0.302, 0.086, -0.037], [-0.230, 0.167, 0.152], [-0.523, -0.242, 0.460], [0.305, -0.248, -0.131], [0.006, 0.324, -0.183], [-0.023, 0.234, -0.469], [-0.239, -0.004, 0.163], [0.221, -0.217, 0.073]],
  "relative_energy_kj_mol": 37.5,
  "homo_lumo_gap_ha": 0.4393,
  "homo_energy_ha": -0.561,
  "charge": 1
}

---

Entry 3:
{
  "formula": "C6H20F3O8Y",
  "method": "the ωB97M-V functional and the def2-TZVPD basis",
  "elements": ["Y", "C", "C", "O", "H", "H", "H", "H", "H", "O", "H", "C", "O", "O", "C", "F", "F", "F", "C", "C", "H", "H", "H", "H", "H", "H", "O", "H", "H", "O", "H", "H", "O", "H", "H", "O", "H", "H"],
  "coordinates": [[1.06552, 0.38731, -0.45803], [5.32958, 1.82149, -0.57786], [3.90609, 2.26075, -0.80505], [3.09892, 1.25236, -1.33309], [5.73167, 1.53976, -1.55112], [5.32761, 0.94878, 0.08035], [5.87009, 2.60297, -0.04045], [3.88732, 3.11932, -1.49900], [3.50444, 2.68990, 0.13331], [2.09263, -1.02141, 0.98626], [2.15914, -1.96683, 1.01547], [-1.92164, -1.07867, 0.91524], [-2.93592, -1.62250, 0.08358], [-1.01515, -0.52554, 0.10796], [-2.49999, -0.10700, 1.98630], [-2.79864, -0.75134, 3.12981], [-1.59350, 0.84601, 2.31565], [-3.60311, 0.54936, 1.58146], [-3.79785, -2.56022, 0.69770], [-5.15487, -2.62150, 0.01789], [-5.17084, -2.91854, -1.02763], [-5.61593, -3.45778, 0.55726], [-5.69254, -1.69305, 0.19751], [-3.93190, -2.40759, 1.77465], [-3.35283, -3.56818, 0.68396], [-1.47384, -1.89193, 1.50964], [1.21057, 1.69266, 1.66072], [1.76219, 1.41346, 2.40462], [0.69059, 2.43409, 1.98977], [0.35322, 0.61861, -2.63703], [0.61151, 1.30601, -3.26467], [-0.22402, 0.01874, -3.12928], [1.59967, -1.65728, -1.63711], [1.27767, -2.51914, -1.34858], [2.42530, -1.83073, -2.10664], [-0.21235, 2.54290, -0.79962], [-0.88100, 2.87387, -1.40872], [-0.02779, 3.28088, -0.20524]],
  "atomic_forces_ev_per_a": [[1.610, -1.652, 2.158], [-0.369, -0.323, 0.336], [-0.900, 0.293, -0.349], [-1.756, -0.407, 0.729], [0.474, 0.122, 0.190], [0.004, -0.099, -0.149], [0.354, 0.078, -0.424], [0.261, 0.081, -0.021], [-0.021, -0.195, 0.163], [-0.734, 1.753, -0.520], [0.039, -0.391, 0.058], [1.000, -0.592, -0.846], [-0.649, 0.180, 0.521], [1.092, 1.235, -0.332], [0.153, 0.546, -0.445], [-0.152, 0.014, 0.010], [-0.139, -0.160, 0.034], [0.020, -0.137, 0.099], [0.230, -0.680, -0.140], [0.211, -0.522, 0.973], [0.379, 0.319, -0.125], [-0.563, 0.283, -0.101], [-0.200, -0.073, -0.203], [-0.147, 0.549, -0.130], [0.215, 0.067, -0.346], [-0.089, -0.217, 0.202], [0.024, 0.413, -0.044], [0.013, -0.383, -0.320], [-0.076, -0.194, 0.017], [-0.622, 0.115, -1.337], [0.277, -0.053, 0.259], [0.083, -0.073, 0.285], [-0.164, -0.547, -0.853], [-0.044, 0.205, 0.227], [0.025, 0.306, 0.180], [0.187, 0.490, 0.349], [-0.041, -0.294, 0.016], [0.014, -0.057, -0.121]],
  "relative_energy_kj_mol": 70.8,
  "homo_lumo_gap_ha": 0.2727,
  "homo_energy_ha": -0.288
}

---

no.,DFT total energy (eV)
1,-495298.3187
2,-14812.7305
3,-32125.4420